DFT (the ωB97M-V functional and the def2-TZVPD basis) results for one molecule with the formula C4H7NO2.

Geometry as XYZ:
```
14
Properties=species:S:1:pos:R:3:forces:R:3
C 0.6825 0.9035 -1.2582 -0.4 0.3 -0.3
C -0.1551 0.3009 -0.1423 -0.7 0.0 -0.1
C -1.4989 -0.2542 -0.6482 0.2 0.7 -0.7
O -1.5931 -0.9419 -1.6288 0.0 -0.3 0.2
N 0.5474 -0.7171 0.6169 -0.1 -0.5 0.3
C 0.4936 -0.7412 1.9796 0.1 0.6 0.5
O 0.0274 0.1445 2.6656 -0.1 -0.1 -0.2
H 0.6068 0.3729 -2.2055 0.3 -0.5 0.2
H 1.7075 0.9954 -0.9067 0.1 0.1 -0.2
H 0.2816 1.8904 -1.4971 0.2 0.1 0.2
H -0.4479 1.0997 0.5367 0.4 -0.2 0.4
H -2.4000 0.1473 -0.1459 0.0 -0.3 0.2
H 0.7686 -1.5991 0.1702 0.0 0.3 -0.1
H 0.9795 -1.6010 2.4638 0.0 -0.2 -0.4
```
Forces are in eV/Å.

The calculation puts the relative energy (zero: lowest compared OMol25 entry of this formula, charge and spin) at 1.077 eV. The value obtained for the LUMO energy is 0.8 eV. The gap between HOMO and LUMO comes out at 10.5 eV. Its SMILES is C[C@@H](C=O)NC=O. The calculated total energy comes out at -361.84129 hartree.